{"formula": "C28H56Al2BCl3CsF8N4O12P2S", "method": "ωB97M-V/def2-TZVPD", "species": ["H", "H", "H", "H", "Cl", "F", "H", "C", "H", "H", "P", "H", "H", "S", "N", "Al", "C", "H", "H", "H", "H", "H", "C", "C", "F", "H", "C", "H", "H", "C", "H", "C", "Cl", "N", "C", "H", "C", "H", "H", "C", "O", "O", "H", "H", "F", "C", "O", "H", "H", "H", "F", "H", "C", "O", "H", "H", "H", "P", "H", "B", "C", "C", "C", "C", "O", "Cl", "C", "H", "H", "H", "C", "O", "C", "H", "Al", "H", "N", "N", "H", "H", "O", "H", "C", "H", "Cs", "H", "C", "C", "F", "H", "H", "H", "H", "C", "C", "H", "O", "H", "F", "H", "H", "O", "H", "H", "F", "C", "C", "F", "H", "C", "H", "H", "C", "H", "H", "O", "O", "O"], "positions_angstrom": [[-4.38, 3.22, -5.22], [-1.61, -6.94, -0.72], [3.50, 3.47, 1.13], [4.85, -3.77, 3.15], [-0.21, 4.78, 6.24], [-4.76, -2.68, 3.77], [-3.45, -3.74, -1.77], [0.40, 1.51, 1.20], [-0.70, 4.30, 0.77], [-2.50, 1.52, -6.98], [0.44, 3.09, 5.14], [3.07, 2.12, -0.07], [-1.10, -0.67, 5.01], [5.85, -0.20, -0.06], [1.95, -0.24, -0.59], [4.24, 3.15, 6.17], [-0.01, 4.78, -5.18], [0.65, -2.52, 4.79], [2.44, 2.10, 5.20], [-1.20, 1.54, 3.43], [0.59, 4.71, -4.27], [-4.37, 1.46, -5.35], [-2.33, 4.84, -6.17], [-1.48, -1.43, 4.32], [-6.98, -2.92, 3.05], [-1.66, 6.84, -4.54], [2.61, 2.98, 0.54], [7.56, -4.04, 2.78], [-2.94, 5.92, -3.75], [-1.99, 2.32, -6.43], [-3.38, 5.01, -5.93], [-1.44, -4.85, -0.36], [2.02, 5.94, 0.31], [-0.99, 2.16, 1.30], [-3.03, -5.87, -1.96], [8.29, -3.37, 5.31], [-2.40, 2.28, -4.94], [-1.46, 3.82, -7.87], [-0.47, 4.53, 3.35], [5.67, -3.08, 3.34], [-0.53, -1.67, 3.29], [6.58, -2.20, 5.32], [-3.18, 3.59, -7.70], [8.22, -2.09, 4.08], [2.75, -5.44, -3.95], [-1.90, 0.93, -4.38], [5.02, 1.01, -0.02], [1.64, -1.21, -0.80], [0.24, 5.73, -5.67], [-0.92, 2.09, -6.51], [-6.11, -4.38, 4.66], [0.32, 3.98, -5.85], [0.24, -4.00, 3.25], [4.98, -1.39, 0.03], [-2.33, -5.73, -2.78], [1.44, -2.22, 3.23], [-1.68, 1.42, 1.07], [0.64, 0.71, -0.51], [1.08, -4.63, 3.57], [-5.81, -3.63, 3.48], [-1.51, 4.69, -4.87], [1.57, 2.46, 1.72], [-1.12, 2.49, 2.78], [0.51, -2.57, 3.71], [1.18, 3.64, 2.46], [-2.42, 3.95, 7.07], [1.99, 4.18, -0.37], [-2.97, -6.23, 0.18], [-0.81, 3.17, -0.68], [-4.72, -4.79, -1.11], [-3.93, 2.31, -4.81], [2.16, 3.03, 5.41], [-2.25, 3.65, -7.13], [-1.73, -2.33, 4.88], [1.11, -4.98, -3.47], [-2.97, -4.54, 3.65], [-0.79, -3.89, -0.11], [-1.69, 3.37, -4.24], [-2.07, -5.27, 2.30], [-2.14, -3.49, 2.49], [6.61, -0.25, -1.32], [-2.40, -1.05, 3.85], [7.64, -2.85, 4.61], [6.73, -4.74, 4.18], [3.62, 5.36, 2.11], [-0.80, 0.87, -4.41], [0.02, 3.48, 3.30], [-1.88, 5.91, -4.00], [0.23, -4.36, -4.89], [2.24, 1.83, 2.42], [5.79, -2.39, 2.50], [-3.61, -6.78, -2.17], [-2.01, 5.74, -6.71], [-1.17, 3.33, 0.39], [6.96, -3.80, 3.66], [-2.22, 0.76, -3.35], [-0.93, -4.54, 3.87], [-2.28, 0.09, -4.99], [1.19, -3.71, -2.23], [-1.30, 5.94, -3.07], [-2.31, 3.53, 0.32], [4.40, -1.75, 4.91], [-4.26, 2.23, -3.77], [-2.14, 3.02, 2.90], [0.26, -6.39, -2.82], [-3.99, -4.68, -1.92], [5.43, -2.28, 4.59], [-5.37, -4.52, 2.44], [0.34, 0.63, 1.95], [-2.27, -6.06, -0.65], [0.77, 1.63, -1.59], [-4.53, -4.60, -2.86], [-2.08, -4.44, 3.02], [0.17, -4.06, 2.16], [-0.48, -0.16, -0.83], [1.52, 4.07, -1.51], [6.78, -0.19, 1.08], [-1.95, 3.41, -2.94]], "lowdin_charge": [0.078, 0.114, -0.059, 0.136, 0.061, 0.034, 0.064, -0.269, 0.119, 0.128, 0.743, 0.110, 0.071, 0.211, -0.246, 1.025, -0.009, 0.121, -0.003, 0.144, 0.079, 0.100, -0.143, -0.111, 0.040, 0.091, -0.136, 0.125, 0.089, -0.138, 0.108, -0.190, 0.278, -0.132, -0.263, 0.121, -0.488, 0.112, 0.130, -0.066, -0.232, 0.014, 0.113, 0.129, -0.255, -0.021, -0.398, 0.006, 0.093, 0.117, 0.046, 0.086, -0.195, -0.255, 0.102, 0.117, 0.194, 0.780, 0.121, -1.137, -0.476, -0.248, -0.088, -0.190, -0.306, -0.564, -0.580, 0.112, 0.076, 0.077, -0.003, -0.645, -0.175, 0.097, 0.034, 0.085, 0.158, -0.048, 0.074, 0.081, -0.254, 0.085, -0.167, 0.119, 1.156, 0.093, -0.438, -0.034, -0.263, 0.179, 0.118, 0.107, 0.125, -0.007, -0.156, 0.078, -0.190, 0.100, -0.257, 0.075, 0.141, 0.078, 0.088, 0.168, -0.237, -0.112, -0.474, 0.043, 0.154, -0.173, 0.018, 0.065, -0.095, 0.093, 0.050, 0.038, -0.356, -0.036], "total_charge": -1, "largest_force_ev_per_a": 7.66, "e_above_lowest_kcal_mol": 133.6, "mol_weight_g_mol": 1190.8, "e_tot_ha": -6012.56048}